ORCA calculation (wB97M-V/def2-TZVPD) on an isolated molecule of CHFO2S.

Last column: Löwdin charge in e.
Geometry (Å):
O (0.9304, 1.7016, 0.0856)  -0.33
S (0.7284, 0.3105, -0.1877)  0.80
O (1.8126, -0.6084, -0.0364)  -0.30
C (-0.8214, -0.2513, 0.2760)  -0.23
F (-1.0253, -1.5307, -0.0401)  -0.02
H (-1.6247, 0.3782, -0.0975)  0.09

## Properties
**Net charge**: 0
**E_tot**: -687.1234 a.u.
**SMILES**: O=S(=O)=CF
**Gap between HOMO and LUMO (spin up / spin down)**: 8.52 / 8.52 eV

---

ORCA calculation (wB97M-V/def2-TZVPD) on a structure of composition C36H32FN7O3S2Zn.

Last column: Löwdin charge in e.
Geometry (Å):
Zn (-0.0764, -0.0367, -0.0961)  0.66
F (1.7327, 1.7142, 6.3292)  0.07
C (1.0146, 0.6311, 5.9591)  -0.19
C (0.7441, 0.4632, 4.6317)  0.09
C (-0.0736, -0.5854, 4.2011)  -0.04
C (-0.3316, -0.7627, 2.7695)  -0.26
O (0.1659, 0.0549, 1.9551)  -0.05
C (-1.1597, -1.8775, 2.4373)  0.00
C (-1.6781, -2.6487, 3.4352)  0.06
N (-1.4702, -2.4564, 4.7514)  0.02
C (-2.1332, -3.3202, 5.7068)  -0.25
C (-3.5912, -3.6069, 5.5267)  -0.07
C (-3.1400, -2.7183, 6.6439)  -0.10
C (-0.6308, -1.4416, 5.1637)  -0.11
C (-0.2989, -1.2758, 6.5136)  0.07
C (0.5331, -0.2565, 6.9402)  -0.14
N (0.8598, -0.1608, 8.3136)  -0.09
C (-0.2280, 0.0396, 9.2562)  -0.13
C (0.1536, -0.5144, 10.6206)  -0.08
N (1.4042, 0.1662, 11.0838)  0.07
C (2.5105, -0.0401, 10.0942)  -0.08
C (2.0783, 0.5087, 8.7410)  -0.14
C (-1.5615, -2.2746, 1.0187)  -0.59
O (-2.4153, -3.1328, 0.8978)  0.07
O (-0.9665, -1.6689, 0.0552)  -0.10
H (1.1297, 1.1651, 3.9052)  0.14
H (-2.3169, -3.4771, 3.1572)  0.15
H (-1.5046, -4.1248, 6.0696)  0.16
H (-3.9310, -4.6049, 5.7612)  0.12
H (-4.1067, -3.1485, 4.6938)  0.12
H (-3.1855, -3.0912, 7.6582)  0.11
H (-3.3361, -1.6582, 6.5479)  0.11
H (-0.6848, -1.9774, 7.2401)  0.12
H (-1.1225, -0.4730, 8.9114)  0.13
H (-0.4767, 1.1099, 9.3536)  0.14
H (0.3662, -1.5794, 10.5515)  0.14
H (-0.6394, -0.3488, 11.3475)  0.14
H (1.6775, -0.1717, 12.0070)  0.19
H (1.2240, 1.1693, 11.1712)  0.19
H (2.7042, -1.1092, 10.0331)  0.14
H (3.4068, 0.4692, 10.4436)  0.14
H (2.8778, 0.3102, 8.0332)  0.14
H (1.9568, 1.5990, 8.8113)  0.14
N (1.6286, -0.0816, -3.9699)  0.14
C (0.6939, -0.0571, -5.0328)  -0.23
C (1.1520, -0.0609, -6.3378)  -0.01
C (0.2479, -0.0421, -7.3943)  -0.06
C (-1.1100, -0.0167, -7.1453)  -0.06
C (-1.5719, -0.0058, -5.8328)  -0.09
C (-0.6722, -0.0258, -4.7863)  -0.43
S (-1.2947, -0.0104, -3.1148)  1.05
N (0.1093, 0.0322, -2.1939)  -0.30
C (1.3050, -0.0184, -2.6575)  -0.32
C (2.4004, -0.0048, -1.6538)  -0.16
C (3.7471, -0.0329, -1.9897)  0.02
C (4.6998, -0.0423, -0.9831)  -0.02
C (4.2819, -0.0199, 0.3361)  -0.02
C (2.9217, 0.0167, 0.5917)  -0.08
N (2.0070, 0.0263, -0.3714)  0.07
H (2.5918, -0.1438, -4.2404)  0.13
H (2.2183, -0.0813, -6.5330)  0.12
H (0.6209, -0.0468, -8.4091)  0.11
H (-1.8173, -0.0056, -7.9628)  0.11
H (-2.6339, 0.0137, -5.6206)  0.11
H (4.0783, -0.0467, -3.0178)  0.12
H (5.7526, -0.0693, -1.2282)  0.13
H (4.9910, -0.0310, 1.1508)  0.12
H (2.5373, 0.0378, 1.6032)  0.11
S (-2.1201, 4.0475, 0.0973)  1.12
C (-0.9137, 2.8361, 0.0723)  -0.43
N (-1.3265, 1.6146, -0.0670)  -0.03
C (-2.7133, 1.5596, -0.1531)  -0.30
C (-3.4940, 0.4110, -0.2976)  -0.02
C (-4.8636, 0.5510, -0.3657)  -0.05
C (-5.4699, 1.8105, -0.2944)  -0.06
C (-4.7144, 2.9562, -0.1530)  -0.07
C (-3.3324, 2.8170, -0.0812)  -0.45
H (0.1325, 3.0952, 0.1600)  0.09
H (-3.0309, -0.5657, -0.3639)  0.10
H (-5.4765, -0.3327, -0.4805)  0.12
H (-6.5472, 1.8879, -0.3511)  0.11
H (-5.1765, 3.9328, -0.1036)  0.12

## Properties
**Net charge**: +2
**E_tot**: -4675.2753 a.u.
**Gap between HOMO and LUMO**: 6.59 eV

---

ORCA calculation (wB97M-V/def2-TZVPD) on an isolated molecule of C8H7NO3.

Last column: Löwdin charge in e.
Geometry (Å):
O (-1.3284, 2.8110, 0.1349)  0.13
C (-1.0336, 1.7014, -0.2097)  -0.44
O (-1.8883, 0.8326, -0.8303)  0.08
N (-1.3386, -0.4056, -0.8292)  -0.09
C (-2.1485, -1.2168, 0.0182)  -0.17
O (-1.9092, -0.8069, 1.4136)  -0.07
C (-0.0760, -0.2298, -0.4576)  -0.20
C (0.9300, -1.2934, -0.4024)  0.02
C (2.2108, -0.8504, -0.1022)  -0.09
C (2.5401, 0.5062, 0.2836)  -0.09
C (1.6118, 1.5443, 0.2118)  -0.01
C (0.2990, 1.0841, -0.0657)  -0.06
H (-3.2666, -1.1372, -0.1754)  0.15
H (-1.8558, -2.3553, -0.2070)  0.17
H (-2.0850, 0.2118, 1.3577)  0.13
H (0.8044, -2.2726, -0.8789)  0.12
H (3.0351, -1.6329, 0.0409)  0.13
H (3.6641, 0.8596, 0.4833)  0.14
H (1.8346, 2.6497, 0.2144)  0.14

## Properties
**Net charge**: 0
**E_tot**: -589.4230 a.u.
**SMILES**: O=c1on(CO)c2ccccc12
**Gap between HOMO and LUMO**: 9.19 eV

---

ORCA calculation (wB97M-V/def2-TZVPD) on a structure of composition C43H50B2CdF4N11O2S4.

Last column: Löwdin charge in e.
Geometry (Å):
Cd (-0.1914, 0.3802, 0.9180)  1.36
C (4.3691, -1.3425, 1.1964)  -0.06
C (3.7426, -1.0174, -0.1198)  -0.26
C (4.3617, -0.1936, -0.9951)  0.06
C (3.8288, -0.0062, -2.3003)  -0.20
N (2.6909, -0.5166, -2.6338)  0.17
N (1.9781, -1.2183, -1.7176)  0.04
B (0.6377, -1.5819, -2.3192)  -0.65
N (-0.3779, -2.3845, -1.5392)  0.06
N (0.3014, -3.1514, -2.3855)  0.22
C (0.2261, -4.4470, -2.4021)  -0.14
C (-0.7372, -5.0059, -1.5137)  0.07
C (-1.4572, -4.2330, -0.6511)  -0.23
C (-2.4230, -4.8313, 0.3138)  -0.06
C (-1.2249, -2.8065, -0.5892)  -0.78
S (-1.8731, -1.7912, 0.5449)  0.66
C (1.1665, -5.1988, -3.3196)  -0.53
C (0.9002, -6.7014, -3.2665)  -0.06
C (2.6005, -4.9047, -2.8522)  -0.02
C (0.9758, -4.6850, -4.7480)  -0.04
N (0.1427, -0.7806, -3.4855)  0.03
N (0.8584, -1.0423, -4.6279)  0.17
C (0.6357, -0.3186, -5.6688)  -0.24
C (-0.2547, 0.8060, -5.6126)  0.04
C (-1.0604, 0.9800, -4.5494)  -0.25
C (-2.0221, 2.1105, -4.4526)  -0.06
C (-0.9913, -0.0028, -3.4709)  -0.66
S (-2.1935, -0.1381, -2.3562)  0.78
C (1.2694, -0.6981, -7.0004)  -0.54
C (2.2910, -1.8226, -6.8589)  -0.04
C (0.1361, -1.1668, -7.9261)  -0.04
C (1.9665, 0.5166, -7.6284)  -0.04
C (2.4639, -1.5949, -0.4948)  -0.64
S (1.6939, -2.6899, 0.5102)  0.72
C (4.5652, 0.7398, -3.4109)  -0.53
C (5.7790, 1.5000, -2.8783)  -0.05
C (5.0431, -0.3137, -4.4199)  -0.04
C (3.6025, 1.7243, -4.0792)  -0.03
H (5.4485, -1.2066, 1.1334)  0.09
H (4.1375, -2.3617, 1.4981)  0.05
H (3.9918, -0.6799, 1.9772)  0.05
H (5.2929, 0.2767, -0.7142)  0.12
H (-0.8814, -6.0769, -1.5046)  0.12
H (-2.5858, -5.8862, 0.1000)  0.08
H (-3.3708, -4.2923, 0.2840)  0.08
H (-2.0389, -4.7175, 1.3294)  0.09
H (1.0756, -7.1101, -2.2695)  0.09
H (1.5777, -7.2069, -3.9556)  0.09
H (-0.1218, -6.9413, -3.5672)  0.09
H (2.7365, -5.1662, -1.8015)  0.09
H (2.8380, -3.8458, -2.9717)  0.09
H (3.3065, -5.4832, -3.4513)  0.09
H (-0.0311, -4.9007, -5.1133)  0.10
H (1.6939, -5.1730, -5.4105)  0.09
H (1.1337, -3.6084, -4.7948)  0.05
H (-0.3020, 1.4983, -6.4431)  0.12
H (-2.1404, 2.5924, -5.4220)  0.08
H (-1.6404, 2.8479, -3.7462)  0.09
H (-2.9852, 1.7747, -4.0749)  0.05
H (1.8696, -2.6910, -6.3612)  0.05
H (3.1569, -1.4900, -6.2880)  0.06
H (2.6334, -2.1234, -7.8515)  0.09
H (-0.3531, -2.0529, -7.5159)  0.09
H (0.5392, -1.4198, -8.9095)  0.08
H (-0.6222, -0.3934, -8.0584)  0.08
H (2.6850, 0.9581, -6.9364)  0.08
H (1.2625, 1.2938, -7.9278)  0.08
H (2.5066, 0.2021, -8.5240)  0.09
H (6.5136, 0.8324, -2.4238)  0.08
H (5.4936, 2.2550, -2.1431)  0.09
H (6.2686, 2.0117, -3.7091)  0.09
H (5.7767, -0.9800, -3.9580)  0.09
H (5.5135, 0.1656, -5.2817)  0.09
H (4.2050, -0.9222, -4.7578)  0.05
H (3.2954, 2.5030, -3.3784)  0.07
H (2.7060, 1.2081, -4.4217)  0.06
H (4.0879, 2.2015, -4.9344)  0.09
C (0.5568, 6.8258, 4.4372)  -0.06
C (1.1555, 5.5457, 3.9213)  -0.27
C (2.2566, 4.9674, 4.5401)  -0.04
C (2.8016, 3.7802, 4.0678)  -0.05
C (2.2393, 3.1736, 2.9585)  -0.27
C (1.1447, 3.7426, 2.3203)  -0.06
C (0.6078, 4.9184, 2.8033)  -0.01
S (2.8839, 1.6381, 2.3599)  0.57
O (3.3083, 1.8126, 0.9963)  -0.31
O (3.8794, 1.2090, 3.3226)  -0.33
N (1.6316, 0.6393, 2.3002)  -0.19
C (1.0308, 0.1250, 3.4225)  -0.41
C (1.5267, 0.0801, 4.7392)  -0.01
C (0.7445, -0.4941, 5.7149)  -0.08
C (-0.5060, -1.0268, 5.4035)  -0.09
C (-0.9179, -0.9485, 4.0913)  -0.15
N (-0.1773, -0.3928, 3.1372)  0.00
H (1.0643, 7.1649, 5.3404)  0.07
H (-0.5017, 6.6941, 4.6683)  0.08
H (0.6300, 7.6175, 3.6892)  0.08
H (2.6947, 5.4486, 5.4075)  0.10
H (3.6559, 3.3231, 4.5477)  0.11
H (0.7031, 3.2835, 1.4473)  0.08
H (-0.2522, 5.3433, 2.3001)  0.12
H (2.5028, 0.4817, 4.9575)  0.09
H (1.1111, -0.5315, 6.7339)  0.10
H (-1.1384, -1.4793, 6.1537)  0.09
H (-1.8806, -1.3333, 3.7743)  0.10
N (0.7406, 1.3544, -0.8344)  0.11
C (1.1872, 2.3920, -1.1214)  -0.19
C (1.7033, 3.6233, -1.4980)  -0.28
C (2.7415, 4.2659, -0.7764)  -0.26
N (3.5659, 4.8569, -0.2274)  0.14
C (1.1823, 4.2755, -2.6422)  -0.26
N (0.7675, 4.7985, -3.5855)  0.12
F (-2.2195, 1.5231, 0.2553)  -0.04
B (-2.2401, 2.5758, 1.2381)  -1.28
F (-1.4032, 2.0754, 2.2899)  0.03
F (-3.5221, 2.7938, 1.6876)  0.14
F (-1.6544, 3.7155, 0.7044)  0.13

## Properties
**Net charge**: -1
**E_tot**: -4631.4287 a.u.
**Gap between HOMO and LUMO**: 6.52 eV

---

ORCA calculation (wB97M-V/def2-TZVPD) on a cluster of 2 separate species, C4H11NO3 in total.

Last column: Löwdin charge in e.
Geometry (Å):
C (1.4897, 0.1146, -1.4895)  0.01
N (0.3391, -0.3645, -0.5484)  -0.08
C (-0.8258, -0.6200, -1.2062)  -0.31
O (-1.9370, -0.8350, -0.7436)  -0.03
C (0.3494, 0.0610, 0.8401)  -0.14
C (0.3359, 1.5751, 0.9219)  -0.30
O (1.2802, 2.1710, 1.7281)  -0.06
H (1.6055, 1.1857, -1.3941)  0.07
H (2.4803, -0.3111, -1.2771)  0.09
H (1.1485, -0.1121, -2.4657)  0.06
H (-0.8963, -0.9462, -2.2787)  0.15
H (1.1130, -0.3270, 1.4713)  0.12
H (-0.5371, -0.1775, 1.3707)  0.11
H (0.2528, 2.2277, -0.0435)  0.15
H (-0.6076, 1.8292, 1.4756)  0.12
H (1.8918, 1.4095, 1.8323)  0.09
O (-2.3643, -2.6653, 0.7091)  -0.11
H (-1.8852, -1.8688, 0.8387)  -0.04
H (-3.2328, -2.3462, 0.2591)  0.09

## Properties
**Net charge**: 0
**E_tot**: -439.4063 a.u.
**SMILES**: CN(C=O)CCO.O
**Gap between HOMO and LUMO**: 10.35 eV

---

ORCA calculation (wB97M-V/def2-TZVPD) on an isolated molecule of C5H7NO.

Last column: Löwdin charge in e.
Geometry (Å):
C (1.6995, 0.2007, 0.4348)  -0.09
C (0.6720, 0.2152, -0.6952)  -0.17
C (-0.6938, -0.2753, -0.2592)  -0.47
C (-0.7125, -1.5853, 0.3961)  -0.12
N (-0.6887, -2.6086, 0.9351)  0.18
C (-1.7903, 0.6502, 0.0615)  -0.06
O (-1.7582, -0.0616, -1.1660)  0.01
H (1.3853, 0.8416, 1.2657)  0.08
H (2.6675, 0.5611, 0.0751)  0.08
H (1.8410, -0.8139, 0.8235)  0.07
H (0.5385, 1.2273, -1.0948)  0.12
H (1.0077, -0.4160, -1.5253)  0.13
H (-2.5700, 0.3436, 0.7567)  0.13
H (-1.5981, 1.7211, -0.0079)  0.12

## Properties
**Net charge**: 0
**E_tot**: -324.6623 a.u.
**SMILES**: CC[C@@]1(C#N)CO1
**Gap between HOMO and LUMO**: 11.96 eV